[1]
A gas-phase ion, C3H7N4 (charge +1) at a distorted geometry, computed with ωB97M-V with the def2-TZVPD basis set.

Geometry as XYZ:
```
14
Properties=species:S:1:pos:R:3:forces:R:3
N -2.226915 -0.010292 -1.251003 -2.13 -2.37 2.40
N -1.823626 0.874756 -1.879371 0.25 1.02 -1.58
C -0.913666 1.720950 -1.886523 0.28 -2.42 0.85
C 0.244283 1.268932 -0.996671 0.74 2.23 -1.50
N 0.005759 0.351728 -0.225426 -0.35 -0.38 -0.27
C 0.718853 -0.275068 0.877748 -0.47 -2.66 -2.02
N 0.000208 -1.456765 1.352980 -0.94 0.82 -1.41
H -2.597377 -0.940905 -1.575066 0.99 0.91 -0.38
H -0.985854 2.607890 -2.363426 -0.11 2.72 -1.43
H 1.063624 2.005787 -1.289748 -0.25 -1.32 1.33
H 0.714147 0.424028 1.626439 0.93 1.69 1.95
H 1.651440 -0.627812 0.419433 0.29 0.51 0.75
H -0.933538 -1.083748 1.583463 0.38 -0.47 0.49
H -0.216746 -1.965433 0.477166 0.38 -0.29 0.81
```
Forces are in eV/Å.

Output
HOMO   -14.26 eV
Structure (SMILES)   N=[N+]=C/C=N/CN
Relative energy (zero: lowest compared OMol25 entry of this formula, charge and spin)   507.8 kJ/mol
Gap between HOMO and LUMO   7.9 eV
Multiplicity   1
Net charge   +1

Atom-resolved charges from Löwdin, all expressed in e: N 0.284; N 0.007; C 0.036; C -0.076; N 0.086; C -0.232; N 0.021; H 0.186; H 0.110; H 0.174; H 0.105; H 0.146; H 0.076; H 0.074

***

[2]
A molecular structure, C12H28EuInOS at a distorted geometry, computed with ωB97M-V with the def2-TZVPD basis set.

Geometry as XYZ:
```
44
Properties=species:S:1:pos:R:3:forces:R:3
C -3.361359 0.414804 3.329768 0.49 -1.26 0.80
O -4.429249 0.292902 2.304943 2.61 1.52 0.21
C -4.100330 1.317762 1.304519 -0.93 1.42 -0.46
C -4.317331 0.877859 -0.255884 0.61 -0.31 -0.02
C -4.287346 -0.731048 -0.551174 -0.46 -0.43 -1.85
C -2.850525 -1.261975 -1.220630 -0.94 0.32 0.89
C -1.750979 -1.250444 0.004091 -0.71 -0.92 -0.20
C -0.503489 -2.300349 -0.217464 0.05 0.45 0.65
C 0.515110 -1.854559 -1.442288 0.35 -1.26 -0.18
C 2.082550 -1.854126 -0.897973 0.06 0.55 -0.70
C 2.793302 -0.360863 -1.053967 0.20 -1.51 1.15
C 3.855632 -0.188394 0.195335 0.92 -0.68 -0.26
C 5.124349 0.808177 -0.151867 -0.49 -1.20 0.56
In 4.741596 2.928764 0.659145 0.05 -0.19 1.55
S 4.839090 4.499069 -1.286171 -0.50 -0.85 -1.59
H -3.580562 -0.352769 4.212265 0.27 1.68 -2.04
H -2.318104 0.097723 2.844522 -2.13 0.77 1.03
H -3.264261 1.484362 3.794952 -0.35 -1.89 -1.03
H -4.851095 2.224660 1.502820 1.76 -1.74 -0.39
H -3.010184 1.715841 1.471584 -2.00 -0.86 -0.39
H -3.402407 1.345153 -0.864679 -2.12 -0.82 1.20
H -5.321446 1.337363 -0.660028 2.08 -0.96 0.84
H -5.097321 -0.927616 -1.405873 1.63 0.43 1.90
H -4.596341 -1.416470 0.344384 0.73 1.56 -1.52
H -3.045942 -2.341606 -1.673990 0.63 2.19 1.12
H -2.582552 -0.539124 -2.114172 -0.36 -1.43 1.81
H -2.341093 -1.609532 0.974370 1.31 0.79 -2.04
H -1.421996 -0.137481 0.200677 -0.32 -2.22 -0.39
H -0.885569 -3.421204 -0.368365 0.67 2.64 0.17
H 0.097511 -2.315672 0.811821 -1.13 0.04 -2.28
H 0.208343 -0.833498 -1.958820 0.62 -1.93 1.34
H 0.473336 -2.666429 -2.314465 -0.07 1.79 1.91
H 2.740049 -2.630287 -1.513986 -1.36 1.75 1.31
H 2.193497 -2.153190 0.228063 -0.50 0.65 -2.18
H 3.401309 -0.390753 -2.067213 -1.14 -1.57 2.07
H 1.998939 0.517645 -1.126745 1.14 -1.59 0.28
H 4.305220 -1.268958 0.410321 -1.16 2.16 -0.65
H 3.298707 0.118437 1.203092 1.03 -0.39 -2.44
H 6.045958 0.386402 0.458686 -1.76 1.09 -1.56
H 5.441421 0.814654 -1.278389 -0.05 -0.69 1.43
H 6.074092 3.307977 1.809124 -0.61 -0.11 -0.75
H 3.084269 3.057011 1.413395 0.61 -0.28 -0.62
H 4.352321 3.767340 -2.388790 0.39 0.88 0.80
Eu 3.652879 1.492442 -2.664946 0.88 2.41 0.51
```
Forces are in eV/Å.

Output
HOMO (alpha / beta)   -11.54 / -11.54 eV
Gap between HOMO and LUMO (alpha / beta)   6.0 / 6.1 eV
Multiplicity   8
Net charge   +1

Atom-resolved charges from Löwdin, all expressed in e: C -0.135; O -0.251; C -0.241; C -0.170; C -0.214; C -0.216; C -0.223; C -0.203; C -0.196; C -0.176; C -0.329; C -0.293; C -0.400; In 0.213; S 0.175; H 0.112; H 0.091; H 0.103; H 0.140; H 0.110; H 0.114; H 0.116; H 0.115; H 0.115; H 0.121; H 0.104; H 0.121; H 0.114; H 0.131; H 0.110; H 0.104; H 0.120; H 0.135; H 0.114; H 0.003; H 0.099; H 0.129; H 0.133; H 0.082; H -0.033; H -0.088; H -0.095; H -0.404; Eu 1.640

***

[3]
A gas-phase ion, C9H24N2Si (charge +2) at a distorted geometry, computed with ωB97M-V with the def2-TZVPD basis set.

Geometry as XYZ:
```
36
Properties=species:S:1:pos:R:3:forces:R:3
C -2.916443 1.575211 -0.445515 -0.50 0.04 2.32
C -2.037982 1.757327 -1.653219 0.38 0.35 0.13
N -0.512356 1.626820 -1.332124 -0.46 0.53 4.57
C 0.191103 2.049905 -2.517313 -2.91 0.73 -2.16
C -0.289525 0.225832 -0.802564 -0.23 0.19 0.32
C 0.507948 -0.008811 0.254857 1.03 -1.19 -0.77
Si 1.793385 1.134342 1.415408 0.62 -1.04 -1.76
C 2.796417 -0.092181 2.485135 0.87 -0.05 -0.36
N 0.826682 -1.567528 0.588074 -3.41 1.83 -1.30
C 1.912767 -2.000402 -0.298662 0.65 -0.96 1.55
C -0.330141 -2.528310 0.495441 -0.07 0.64 -0.82
C -1.519776 -1.981253 1.253864 -0.31 -0.05 0.13
H -2.645796 0.617391 0.051267 -0.46 0.36 -0.36
H -2.716530 2.347241 0.397893 -0.33 -0.89 -1.64
H -4.050946 1.553303 -0.613489 1.84 0.16 -0.21
H -2.129175 2.743528 -2.106040 -0.18 -0.16 -0.01
H -2.139409 0.984869 -2.414174 -0.45 0.11 -0.10
H -0.269232 2.332547 -0.499431 -0.75 -1.78 -2.13
H 1.152934 2.389361 -2.491169 2.99 -0.13 0.94
H 0.004730 1.303918 -3.313564 0.21 0.67 0.27
H -0.334667 3.016595 -2.693409 0.32 -0.75 -0.88
H -1.037365 -0.458597 -1.296941 1.37 0.39 0.51
H 2.498685 1.908119 0.218987 -0.74 -0.50 1.62
H 0.816231 1.659519 2.313346 -0.54 1.10 0.26
H 3.626335 0.414501 3.139879 -1.41 -0.95 -1.56
H 2.086095 -0.529044 3.222108 0.39 0.14 -0.42
H 3.201835 -0.916766 1.789971 -0.10 1.26 1.59
H 0.923731 -1.429908 1.579304 1.40 -0.72 0.61
H 1.553984 -1.920011 -1.322244 0.28 0.03 0.11
H 2.694263 -1.329514 -0.006616 1.00 0.10 -0.90
H 2.186428 -3.045510 -0.003422 -0.14 0.87 -0.51
H -0.514944 -2.774839 -0.544904 -0.10 0.61 -0.41
H 0.015247 -3.489823 0.849069 0.23 -0.09 0.66
H -1.384745 -2.428105 2.256179 -1.16 0.29 -0.32
H -1.531341 -0.860410 1.380336 0.10 -1.23 -0.29
H -2.428425 -2.279314 0.663681 0.54 0.14 1.30
```
Forces are in eV/Å.

Output
HOMO   -18.27 eV
Structure (SMILES)   CC[N@H+](C)/C=C(\[SiH2]C)[N@H+](C)CC
Gap between HOMO and LUMO   11.3 eV
Multiplicity   1
Net charge   +2

Atom-resolved charges from Löwdin, all expressed in e: C -0.058; C -0.158; N -0.158; C -0.001; C -0.065; C -0.173; Si 0.758; C -0.243; N -0.156; C 0.013; C -0.190; C -0.050; H 0.051; H 0.125; H 0.133; H 0.130; H 0.134; H 0.229; H 0.078; H 0.141; H 0.128; H 0.164; H 0.010; H -0.037; H 0.098; H 0.043; H 0.040; H 0.117; H 0.121; H 0.068; H 0.146; H 0.127; H 0.138; H 0.103; H 0.076; H 0.118

***

[4]
10 unconnected molecules or ions with the total composition C35H36F16O32SSi at a distorted geometry, computed with ωB97M-V with the def2-TZVPD basis set.

Geometry as XYZ:
```
121
Properties=species:S:1:pos:R:3:forces:R:3
C 2.256248 1.130685 -0.765740 0.58 0.01 -0.37
C 1.184667 0.118072 -0.601503 -0.42 -0.85 0.09
O 0.841469 -0.673291 -1.427130 0.04 0.35 -0.09
O 0.593912 0.171350 0.660483 0.61 0.81 -0.22
C -0.722351 -0.220405 0.785872 0.71 1.09 0.43
O -1.137824 -1.231184 0.380139 -0.83 -2.07 -0.76
C -1.499443 0.816537 1.489053 -0.87 0.02 0.87
Si -1.927826 2.315088 0.445513 0.85 0.01 0.33
C -0.899925 2.571559 -1.061839 -0.37 0.42 -0.37
S -4.080251 2.361699 -0.167868 0.10 0.41 0.19
O -4.091708 3.094031 -1.410666 -0.14 -0.11 -0.01
O -4.926642 2.754965 0.929012 -0.03 -0.17 -0.11
C -4.495696 0.569324 -0.543052 0.25 -0.38 0.35
F -3.351081 0.038502 -1.078807 -0.71 0.25 0.24
F -4.753194 -0.039737 0.648446 0.23 0.37 -0.88
C -5.675741 0.350997 -1.520963 -0.06 0.23 -0.11
F -5.466866 1.084658 -2.641791 -0.25 -0.46 0.58
F -6.813084 0.766165 -0.910074 0.63 -0.14 -0.31
C -5.856537 -1.148768 -1.947552 -0.24 0.02 0.09
F -5.473698 -1.978898 -0.978971 0.04 0.05 -0.04
F -5.156432 -1.419651 -3.044779 0.01 0.06 0.09
F -7.148733 -1.377104 -2.193300 0.07 0.01 -0.17
H 2.040024 1.691091 -1.683955 0.09 -0.09 0.15
H 2.403721 1.795086 0.081401 -0.16 -0.14 -0.01
H 3.171334 0.562095 -0.963019 0.01 0.20 0.04
H -2.400365 0.314778 1.865798 0.06 0.27 -0.06
H -0.947955 1.194170 2.358573 0.02 0.00 -0.23
H -1.822065 3.511819 1.297010 -0.38 0.05 0.05
H -1.266149 2.018457 -1.929137 0.20 -0.12 0.07
H 0.154039 2.373099 -0.877220 -0.15 0.00 0.00
H -0.988343 3.635722 -1.315745 0.03 -0.18 -0.02
O 0.927284 2.050942 -4.187396 0.22 0.12 0.00
C 0.447698 1.102834 -4.716765 -0.19 -0.15 0.08
O -0.790944 1.088685 -5.254777 -0.17 0.00 -0.16
C -1.006173 -0.184282 -5.885181 -0.10 -0.11 0.00
C 0.006546 -1.053212 -5.163905 -0.05 0.08 0.03
F 0.527614 -2.017035 -5.952178 0.08 0.09 -0.08
O 1.020932 -0.113450 -4.833589 0.13 -0.03 0.17
H -0.773567 -0.115298 -6.947512 0.06 -0.03 -0.01
H -2.036352 -0.501243 -5.753909 -0.01 0.06 0.08
H -0.353227 -1.508917 -4.240570 0.01 -0.09 -0.02
O 0.767913 1.773308 4.939068 0.12 -0.06 0.00
C 1.006076 2.764725 4.332487 0.06 0.08 -0.15
O 1.784756 3.778775 4.751243 0.08 -0.03 0.02
C 1.922096 4.723896 3.682480 0.05 0.25 -0.04
C 0.689996 4.426754 2.845501 0.26 -0.15 0.11
F 0.899836 4.600844 1.519949 0.03 -0.02 -0.06
O 0.489559 3.049677 3.106605 -0.38 0.07 0.04
H 2.826821 4.504228 3.114579 -0.25 0.08 0.15
H 1.957897 5.734084 4.077522 -0.12 -0.04 0.17
H -0.206170 4.979554 3.131205 -0.03 0.05 -0.09
O 5.644051 1.050743 7.682269 -0.02 0.04 -0.06
C 4.627768 0.452631 7.506989 -0.01 -0.09 -0.18
O 3.392833 0.966019 7.594810 -0.11 0.06 0.03
C 2.449882 -0.021124 7.132649 0.07 -0.06 0.03
C 3.233764 -1.303289 7.339620 0.00 0.12 -0.08
F 2.960714 -2.243008 6.405566 0.04 0.07 -0.05
O 4.575787 -0.858343 7.169700 0.00 -0.18 0.26
H 2.233515 0.153328 6.080349 0.00 -0.06 -0.03
H 1.531751 0.029578 7.708178 0.08 0.13 0.12
H 3.131434 -1.746568 8.330138 0.02 -0.10 -0.02
O 3.355531 2.867979 1.880347 0.06 -0.12 0.04
C 4.413625 3.282440 1.536633 0.24 0.07 -0.31
O 4.847507 3.323794 0.261520 -0.04 -0.04 -0.04
C 6.088448 4.038334 0.220612 0.03 0.02 0.03
C 6.575289 3.898010 1.652321 -0.02 -0.01 -0.15
F 7.251733 4.986107 2.077818 -0.11 0.08 0.03
O 5.356141 3.786228 2.369709 0.01 -0.17 0.21
H 5.895418 5.085598 -0.013717 0.04 0.03 0.03
H 6.749718 3.604257 -0.522006 -0.07 -0.12 0.01
H 7.178738 3.011747 1.846553 0.09 0.01 0.05
O -3.803068 -2.763230 -6.559813 0.03 0.04 -0.02
C -4.838155 -3.226733 -6.210621 -0.06 -0.06 0.04
O -5.959115 -2.525291 -5.964861 -0.23 0.19 0.01
C -7.047717 -3.437374 -5.726710 0.23 -0.10 -0.01
C -6.286069 -4.678081 -5.281748 0.05 0.05 -0.03
F -6.857871 -5.849396 -5.636648 -0.06 0.07 -0.14
O -5.056886 -4.545931 -5.976030 0.13 -0.05 0.16
H -7.590957 -3.604473 -6.652282 -0.02 -0.13 -0.02
H -7.715619 -3.036231 -4.971717 0.09 0.09 0.05
H -6.078560 -4.713967 -4.210472 -0.06 -0.04 0.03
O 1.204386 5.277001 -8.903818 -0.01 -0.02 -0.03
C 0.182659 4.767053 -8.598898 -0.13 -0.08 -0.07
O -0.990186 5.416871 -8.406941 -0.08 0.08 0.00
C -2.026536 4.451560 -8.210195 0.00 -0.04 0.00
C -1.239055 3.243650 -7.740705 0.05 0.12 0.03
F -1.782390 2.071233 -8.155097 0.01 0.01 -0.11
O 0.006576 3.432189 -8.381596 0.15 -0.04 0.18
H -2.516432 4.239790 -9.161533 -0.01 -0.06 -0.01
H -2.751876 4.814497 -7.488923 0.09 0.10 0.05
H -1.083239 3.188120 -6.662861 -0.06 -0.09 0.01
O -9.468105 -5.001144 -6.825241 -0.08 0.00 -0.02
C -9.974762 -6.041091 -7.083454 0.14 -0.09 0.00
O -10.385458 -6.421350 -8.310888 -0.03 -0.03 -0.13
C -10.786518 -7.794594 -8.255815 0.00 -0.01 0.04
C -11.097432 -7.968107 -6.780158 0.05 0.12 -0.06
F -10.801989 -9.204339 -6.323669 0.12 -0.02 -0.02
O -10.230097 -7.022633 -6.180831 -0.20 0.06 0.15
H -9.949465 -8.431306 -8.543704 0.00 -0.05 0.03
H -11.632675 -7.967081 -8.912976 -0.03 0.13 0.00
H -12.124855 -7.731391 -6.499698 -0.03 -0.09 0.02
O 4.099725 -2.687084 11.858881 0.03 0.05 0.01
C 5.018610 -2.891162 11.139554 0.10 0.00 0.01
O 5.102822 -2.481557 9.854119 -0.03 0.08 -0.08
C 6.417153 -2.779263 9.356729 -0.06 -0.07 -0.10
C 6.846961 -3.896391 10.284363 -0.10 0.12 0.12
F 8.172279 -3.893269 10.544182 0.02 0.12 0.06
O 6.135606 -3.588786 11.475335 -0.08 -0.22 0.01
H 7.058121 -1.905879 9.464925 0.07 -0.02 0.05
H 6.370200 -3.065766 8.314101 -0.12 0.01 -0.03
H 6.562658 -4.897376 9.956747 0.07 -0.03 -0.03
O 8.122680 -2.211431 7.008667 0.10 -0.10 -0.15
C 8.256930 -1.130618 6.539581 -0.06 0.10 0.10
O 8.969836 -0.135746 7.102360 0.15 0.08 0.04
C 9.004065 0.972512 6.200254 -0.03 0.00 -0.01
C 7.788868 0.704194 5.333065 0.00 -0.11 0.18
F 7.978757 1.091381 4.047080 0.09 0.01 -0.22
O 7.693676 -0.708683 5.380218 -0.20 0.05 0.02
H 9.914957 0.924214 5.601702 -0.01 0.03 -0.06
H 8.961387 1.908134 6.747950 -0.08 -0.06 0.12
H 6.860432 1.134109 5.704987 0.03 0.08 -0.09
```
Forces are in eV/Å.

Output
HOMO   -10.30 eV
Structure (SMILES)   CC(=O)OC(=O)C[Si@@H](C)S(=O)(=O)C(F)(F)C(F)(F)C(F)(F)F.O=C1OC[C@@H](F)O1.O=C1OC[C@@H](F)O1.O=C1OC[C@@H](F)O1.O=C1OC[C@@H](F)O1.O=C1OC[C@@H](F)O1.O=C1OC[C@@H](F)O1.O=C1OC[C@@H](F)O1.O=C1OC[C@@H](F)O1.O=C1OC[C@@H](F)O1
Gap between HOMO and LUMO   10.5 eV
Multiplicity   1

Results of the Löwdin charge analysis, in e, for atoms 1 through 99: C 0.025; C -0.490; O 0.149; O 0.076; C -0.550; O 0.189; C -0.155; Si 0.683; C -0.170; S 0.642; O -0.333; O -0.330; C -0.458; F 0.089; F 0.103; C -0.350; F 0.146; F 0.155; C -0.542; F 0.187; F 0.185; F 0.176; H 0.092; H 0.063; H 0.110; H 0.103; H 0.084; H 0.015; H 0.051; H 0.018; H 0.056; O 0.161; C -0.565; O 0.048; C -0.035; C -0.299; F 0.086; O 0.137; H 0.139; H 0.135; H 0.174; O 0.176; C -0.543; O 0.093; C -0.040; C -0.312; F 0.072; O 0.093; H 0.108; H 0.143; H 0.171; O 0.157; C -0.551; O 0.090; C -0.028; C -0.298; F 0.084; O 0.123; H 0.124; H 0.145; H 0.163; O 0.163; C -0.538; O 0.081; C -0.031; C -0.303; F 0.086; O 0.139; H 0.147; H 0.143; H 0.169; O 0.167; C -0.564; O 0.064; C -0.037; C -0.305; F 0.080; O 0.135; H 0.122; H 0.139; H 0.171; O 0.188; C -0.548; O 0.071; C -0.046; C -0.313; F 0.073; O 0.132; H 0.144; H 0.140; H 0.162; O 0.171; C -0.542; O 0.079; C -0.042; C -0.313; F 0.082; O 0.138; H 0.146